No. 1
Formula: C6H20O5
Source: the OMol25 dataset
Level of theory: ωB97M-V/def2-TZVPD

Structure (XYZ):
```
31
Properties=species:S:1:pos:R:3:lowdin_charge:R:1
C 0.562 1.808 0.201 0.0486
C 0.110 1.780 -1.049 -0.3450
C 0.335 2.917 -2.010 -0.0454
C -0.656 0.628 -1.611 -0.3457
C -1.977 0.596 -1.533 0.0455
C 0.155 -0.446 -2.277 -0.0396
H 0.417 0.975 0.886 0.0588
H 1.099 2.661 0.605 0.0758
H 0.950 2.605 -2.859 0.0837
H 0.838 3.761 -1.535 0.0780
H -0.625 3.283 -2.383 0.0860
H -2.568 -0.203 -1.968 0.0694
H -2.563 1.371 -1.048 0.0751
H 0.899 -0.023 -2.960 0.0870
H -0.469 -1.133 -2.846 0.0825
H 0.719 -1.017 -1.533 0.0700
O 1.154 -2.225 1.166 -0.0797
H 0.981 -1.675 1.964 0.0175
H 1.743 -1.661 0.638 0.0018
O 0.362 -0.458 3.206 -0.0838
H -0.525 -0.331 2.789 0.0028
H 0.190 -0.868 4.063 0.0581
O -1.452 -2.444 0.381 -0.0738
H -1.465 -2.333 -0.576 0.0378
H -0.493 -2.423 0.637 0.0150
O -2.027 -0.251 1.902 -0.0705
H -1.993 -1.066 1.347 0.0182
H -2.079 0.486 1.284 0.0327
O 2.887 -0.384 -0.108 -0.0491
H 3.486 -0.135 0.604 0.0673
H 2.441 0.438 -0.357 0.0211
```

Values from the calculation:
- LUMO energy: 0.5 eV
- HOMO-LUMO gap: 10.46 eV
- SMILES string: C=C(C)C(=C)C.O.O.O.O.O
- HOMO: -9.9 eV
- Multiplicity: 1
- E_tot: -616.8023 a.u.

No. 2
Formula: C6H20O5
Source: the OMol25 dataset
Level of theory: ωB97M-V/def2-TZVPD

Structure (XYZ):
```
31
Properties=species:S:1:pos:R:3:lowdin_charge:R:1
C -4.542 2.635 -1.295 -0.1385
O -3.854 1.492 -0.928 -0.1728
C -2.787 1.134 -1.824 -0.1932
C -1.685 0.479 -1.028 -0.2312
O -2.125 -0.534 -0.156 -0.1719
C -1.135 -1.086 0.668 -0.1038
H -5.271 2.369 -2.066 0.0859
H -3.924 3.484 -1.590 0.0868
H -5.152 2.864 -0.420 0.0895
H -2.287 1.986 -2.288 0.1175
H -3.190 0.515 -2.628 0.1267
H -1.315 1.293 -0.398 0.1225
H -0.955 0.161 -1.776 0.1253
H -0.273 -1.347 0.049 0.0804
H -1.506 -1.901 1.286 0.0943
H -0.767 -0.278 1.303 0.0731
C 2.517 0.535 -0.776 -0.1273
O 1.577 1.458 -0.187 -0.1279
H 2.174 -0.078 -1.612 0.0816
H 3.359 1.073 -1.214 0.0790
H 2.819 -0.155 0.008 0.0540
H 1.128 1.937 -0.888 0.0741
C 3.482 -2.752 2.367 -0.1919
O 3.424 -3.002 0.983 -0.1023
H 2.532 -2.950 2.865 0.0879
H 4.145 -3.377 2.967 0.0830
H 3.711 -1.704 2.566 0.0745
H 4.349 -3.070 0.728 0.0828
O 1.604 -0.430 2.064 -0.0538
H 1.859 0.376 1.609 0.0126
H 2.085 -1.125 1.610 -0.0168
```

Values from the calculation:
- LUMO energy: 0.6 eV
- HOMO-LUMO gap: 9.84 eV
- SMILES string: COCCOC.CO.CO.O
- HOMO: -9.3 eV
- Multiplicity: 1
- E_tot: -616.6876 a.u.

No. 3
Formula: C6H21NO5
Source: the OMol25 dataset
Level of theory: ωB97M-V/def2-TZVPD

Structure (XYZ):
```
33
Properties=species:S:1:pos:R:3:lowdin_charge:R:1
C 0.725 1.416 -3.022 0.0055
C 0.654 0.698 -1.706 -0.5095
O 0.824 1.394 -0.699 0.0126
N 0.802 -0.659 -1.635 0.0742
C 1.312 -1.357 -0.440 -0.1543
C 0.498 -1.326 0.881 -0.4251
C 1.402 -1.911 1.979 -0.0879
C -0.746 -2.169 0.737 -0.0767
H 0.789 2.476 -2.784 0.0942
H 0.058 1.025 -3.786 0.0849
H 1.740 1.082 -3.346 0.1025
H 1.222 -1.178 -2.392 0.1350
H 1.319 -2.425 -0.733 0.1262
H 2.379 -1.120 -0.168 0.1352
H 0.235 -0.304 1.131 0.0900
H 1.637 -2.935 1.678 0.0821
H 1.006 -1.930 2.987 0.0852
H 2.400 -1.505 2.028 0.0538
H -1.329 -1.962 1.658 0.0873
H -0.370 -3.198 0.840 0.0843
H -1.404 -1.919 -0.090 0.0637
O -2.491 2.020 -0.798 -0.0642
H -1.686 1.973 -1.332 0.0095
H -2.128 1.947 0.106 0.0017
O -3.834 -1.540 0.092 -0.0680
H -3.919 -0.854 -0.578 0.0324
H -3.838 -1.010 0.909 0.0469
O -0.851 1.944 1.621 -0.0529
H -0.209 1.800 0.905 0.0000
H -0.517 2.286 2.445 0.0447
O 2.612 0.992 2.002 -0.0369
H 2.368 0.329 2.647 0.0129
H 1.806 1.509 1.974 0.0106
```

Values from the calculation:
- LUMO energy: 0.5 eV
- HOMO-LUMO gap: 10.56 eV
- SMILES string: CC(=O)NCC(C)C.O.O.O.O
- HOMO: -10.1 eV
- Multiplicity: 1
- E_tot: -672.1525 a.u.

No. 4
Formula: C6H22N8O6Tl
Source: the OMol25 dataset
Level of theory: ωB97M-V/def2-TZVPD

Structure (XYZ):
```
43
Properties=species:S:1:pos:R:3:lowdin_charge:R:1
Tl -0.539 0.393 -1.565 0.9830
C -1.149 -1.737 6.205 -0.1931
C -1.579 -1.716 4.657 -0.1698
O -0.434 -1.520 3.882 -0.0156
O -0.106 -2.605 6.478 0.0482
H -2.041 -2.125 6.697 0.1309
H -1.050 -0.735 6.625 0.1397
H -2.251 -0.971 4.231 0.1289
H -1.992 -2.721 4.573 0.1294
H 0.182 -1.096 4.483 0.0983
H -0.408 -3.513 6.556 0.1265
C -3.243 -6.048 -1.128 -0.7472
O -2.684 -4.952 -1.043 0.1135
N -3.964 -6.468 -2.057 0.2339
N -3.123 -7.003 -0.263 0.2322
H -4.202 -7.447 -2.124 0.1518
H -3.745 -5.891 -2.857 0.1552
H -2.488 -6.927 0.519 0.1433
H -3.489 -7.940 -0.353 0.1432
C 2.437 6.273 -3.753 -0.7578
O 2.170 5.249 -3.158 0.1207
N 2.640 6.366 -4.972 0.2278
N 2.690 7.351 -3.006 0.2432
H 2.525 5.499 -5.477 0.1497
H 2.593 7.226 -5.500 0.1526
H 3.185 8.142 -3.393 0.1418
H 2.532 7.068 -2.049 0.1351
C 4.332 -3.839 -2.765 -0.6924
O 3.144 -3.630 -2.827 0.1367
N 5.094 -3.324 -3.739 0.2208
N 4.956 -4.649 -1.935 0.2296
H 4.689 -2.522 -4.200 0.1335
H 6.025 -3.222 -3.360 0.1221
H 5.941 -4.489 -1.776 0.1330
H 4.498 -5.371 -1.399 0.1432
C -2.613 5.590 1.204 -0.7473
O -2.571 4.393 1.365 0.1069
N -2.991 6.259 0.154 0.1999
N -2.421 6.349 2.238 0.2263
H -2.945 7.265 0.237 0.1281
H -3.303 5.827 -0.703 0.1340
H -1.973 5.860 3.000 0.1401
H -2.330 7.353 2.295 0.1403
```

Values from the calculation:
- LUMO energy: -14.6 eV
- HOMO-LUMO gap: 1.28 eV
- HOMO: -15.9 eV
- Multiplicity: 1
- Charge: +3
- E_tot: -1302.6007 a.u.

No. 5
Formula: C6H22N8O6Zn
Source: the OMol25 dataset
Level of theory: ωB97M-V/def2-TZVPD

Structure (XYZ):
```
43
Properties=species:S:1:pos:R:3:lowdin_charge:R:1
Zn -0.195 0.428 -0.778 1.4417
C 3.602 2.600 1.425 -0.7728
O 2.481 2.224 1.073 0.0120
N 4.626 2.727 0.565 0.1822
N 3.841 2.793 2.622 0.2176
H 4.430 2.273 -0.315 0.1155
H 5.570 3.010 0.789 0.1245
H 4.586 3.471 2.697 0.1450
H 3.040 2.788 3.238 0.1515
C 3.214 -3.561 -0.562 -0.7612
O 2.411 -2.647 -0.641 -0.0167
N 3.162 -4.524 0.304 0.1594
N 4.454 -3.544 -1.024 0.1578
H 2.409 -4.612 0.972 0.1287
H 3.914 -5.198 0.312 0.1161
H 4.986 -4.369 -0.787 0.1103
H 4.758 -2.837 -1.677 0.1224
C -2.115 -0.830 3.611 -0.8860
O -1.442 -0.695 2.666 0.0749
N -3.360 -1.000 3.609 0.1844
N -1.806 -0.670 4.840 0.1651
H -3.868 -1.126 4.472 0.1327
H -3.840 -1.155 2.734 0.1292
H -2.403 -0.539 5.644 0.1299
H -1.004 -1.264 4.997 0.1311
C -4.104 -2.267 -1.743 -0.7662
O -2.970 -1.737 -1.805 -0.0163
N -4.397 -3.317 -1.094 0.2076
N -5.051 -1.794 -2.464 0.1996
H -3.690 -3.896 -0.665 0.1433
H -5.373 -3.560 -0.997 0.1362
H -5.831 -2.410 -2.643 0.1337
H -4.919 -0.971 -3.034 0.1382
C -0.720 4.105 -2.091 -0.2030
C 0.075 3.606 -3.256 -0.2129
O 0.169 2.189 -3.277 -0.0881
O -1.361 3.159 -1.201 -0.0969
H -1.381 4.935 -2.343 0.1348
H -0.152 4.752 -1.423 0.1231
H 1.027 4.105 -3.436 0.1367
H -0.464 3.843 -4.173 0.1289
H -0.094 1.999 -4.180 0.1042
H -2.218 3.517 -0.959 0.1017
```

Values from the calculation:
- LUMO energy: -11.4 eV
- HOMO-LUMO gap: 2.70 eV
- HOMO: -14.1 eV
- Multiplicity: 1
- Charge: +2
- E_tot: -2909.9001 a.u.

No. 6
Formula: C6H22NO5
Source: the OMol25 dataset
Level of theory: ωB97M-V/def2-TZVPD

Structure (XYZ):
```
34
Properties=species:S:1:pos:R:3:lowdin_charge:R:1
C 0.835 1.643 0.314 -0.0428
C 0.025 0.381 0.708 -0.3365
C -0.859 0.515 1.935 -0.1524
C -2.101 -0.418 1.758 -0.2111
C -3.349 0.354 2.205 -0.1426
N 1.035 -0.739 0.962 0.1106
C 1.586 -1.464 -0.203 -0.3109
O 0.562 -1.793 -1.042 -0.0684
H 0.506 2.595 0.727 0.0823
H 1.108 1.762 -0.740 0.0763
H 1.811 1.527 0.823 0.0876
H -0.321 0.116 -0.274 0.0867
H -0.288 0.369 2.862 0.1250
H -1.233 1.550 2.008 0.1090
H -2.061 -1.394 2.264 0.1127
H -2.324 -0.423 0.685 0.1094
H -3.541 0.465 3.288 0.0738
H -3.350 1.472 2.055 0.0827
H -4.301 0.129 1.793 0.0496
H 0.684 -1.409 1.641 0.1246
H 2.160 -2.358 0.076 0.1373
H 2.312 -0.753 -0.673 0.0944
H 4.580 -0.026 -1.847 0.0447
H 3.600 -0.093 -0.675 0.0070
O 3.953 0.517 -1.358 -0.0649
H 0.477 -3.407 -2.700 0.0344
H 1.175 -3.423 -1.380 -0.0028
O 1.039 -3.995 -2.170 -0.0719
H -1.452 3.100 -2.003 0.0407
H -0.101 3.126 -1.441 -0.0160
O -0.695 3.703 -1.938 -0.0608
H 0.039 -0.728 -1.951 -0.0277
H -0.991 -0.765 -3.134 0.0300
O -0.518 -0.135 -2.572 -0.1099
```

Values from the calculation:
- LUMO energy (alpha / beta): 0.5 / -3.4 eV
- HOMO-LUMO gap (alpha / beta): 11.19 / 6.81 eV
- HOMO (alpha / beta): -10.7 / -10.2 eV
- Multiplicity: 2
- E_tot: -672.5928 a.u.

No. 7
Formula: C6H22O4
Source: the OMol25 dataset
Level of theory: ωB97M-V/def2-TZVPD

Structure (XYZ):
```
32
Properties=species:S:1:pos:R:3:lowdin_charge:R:1
C -0.389 -1.756 -1.998 -0.0924
C 0.283 -1.287 -0.682 -0.2230
C -0.498 -0.100 -0.094 -0.3493
C -1.563 -0.633 0.894 -0.0536
C 0.584 0.743 0.661 -0.2342
C 0.136 2.148 1.001 -0.1089
H -0.428 -0.865 -2.633 0.0600
H 0.156 -2.517 -2.554 0.0715
H -1.388 -2.167 -1.860 0.0579
H 1.348 -1.184 -0.869 0.1109
H 0.206 -2.140 -0.012 0.0855
H -0.889 0.637 -0.793 0.1163
H -2.352 -1.013 0.232 0.0788
H -2.036 0.201 1.411 0.0764
H -1.275 -1.448 1.533 0.0544
H 0.973 0.316 1.589 0.0799
H 1.394 0.755 -0.076 0.0731
H -0.695 2.155 1.718 0.0700
H 0.938 2.763 1.405 0.0761
H -0.249 2.750 0.172 0.0656
O 0.139 2.501 -2.470 -0.0391
H -0.499 2.765 -3.141 0.0674
H 0.143 1.569 -2.249 0.0193
O 2.546 2.311 -0.952 -0.0613
H 3.143 2.710 -1.593 0.0481
H 1.698 2.300 -1.421 -0.0142
O -1.412 -3.774 0.570 -0.0449
H -1.521 -3.162 1.294 0.0052
H -2.067 -3.576 -0.102 0.0345
O 1.486 -0.482 3.880 -0.0558
H 1.509 -0.162 2.967 -0.0062
H 0.580 -0.359 4.173 0.0319
```

Values from the calculation:
- LUMO energy: 0.4 eV
- HOMO-LUMO gap: 11.01 eV
- SMILES string: CCC(C)CC.O.O.O.O
- HOMO: -10.6 eV
- Multiplicity: 1
- E_tot: -542.7151 a.u.

Sequential max |F| output: 0.47 2.01 2.50 7.38 8.69 3.27 3.86 eV/Å